Below is a structure of composition C26H44BrNOP2Pd, with properties calculated with ωB97M-V/def2-TZVPD.

CARTESIAN COORDINATES (ANGSTROEM)
Pd 0.41 0.62 -0.72
Br -0.78 -4.88 -1.39
P -1.64 0.62 -1.78
P -0.47 1.60 1.17
O -2.18 -2.08 1.74
N 8.47 -0.96 0.69
C -2.18 1.80 3.45
C 3.07 -0.32 -0.21
C -2.94 -0.35 -4.27
C 6.43 0.24 0.19
C 1.59 -2.18 0.61
C 0.86 1.29 2.41
C 0.49 -2.43 -1.96
C -2.18 2.24 -2.56
C -4.49 -0.32 -1.36
C 5.63 -0.91 0.40
C 0.36 -3.48 -1.05
C 0.33 4.06 0.12
C 4.16 -1.00 0.33
C 1.25 -1.26 -1.67
C 0.73 -0.03 3.14
C -1.89 -0.57 -3.17
C 7.74 -2.07 0.87
C -0.71 3.41 1.02
C -3.65 2.50 -2.92
C 1.86 -1.13 -0.37
C -3.20 0.25 -0.77
C 6.36 -2.09 0.74
C -1.99 1.14 2.08
C -2.89 -2.97 2.60
C 0.92 -3.33 0.26
C 7.82 0.15 0.34
H -1.72 3.54 0.58
H 1.68 -0.57 3.11
H -4.33 2.48 -2.06
H -2.20 -3.37 3.37
H -0.05 -0.70 2.73
H -2.03 0.05 2.16
H 1.66 -0.67 -2.48
H -2.85 1.42 1.45
H 0.85 2.15 3.10
H -2.05 -1.53 -2.68
H -4.37 -1.34 -1.76
H 0.57 3.42 -0.73
H -2.76 0.54 -4.88
H 0.82 -4.16 0.97
H -1.82 3.01 -1.87
H 0.48 0.11 4.20
H 0.04 -2.49 -2.95
H 5.84 -3.04 0.94
H -2.88 -1.21 -4.96
H 1.80 1.30 1.83
H -3.67 -2.39 3.11
H 8.30 -2.96 1.15
H -1.58 2.27 -3.47
H -3.15 1.50 3.88
H -3.35 -3.83 2.08
H -2.84 -0.41 0.05
H -3.44 1.23 -0.34
H 5.98 1.19 -0.08
H -1.41 1.51 4.18
H -2.17 2.89 3.37
H 2.04 -2.15 1.61
H -3.68 3.51 -3.33
H -0.72 3.85 2.03
H -1.89 -2.58 0.95
H -0.90 -0.63 -3.65
H 3.15 0.70 -0.59
H -0.05 5.02 -0.27
H 3.86 -1.96 0.74
H -3.99 -0.32 -3.92
H -4.04 1.83 -3.69
H 8.45 1.04 0.20
H 1.28 4.26 0.65
H -4.94 0.27 -2.16
H -5.23 -0.36 -0.54

The value obtained for the HOMO-LUMO gap (spin up / spin down) is 6.02 / 6.02 eV. The energy above the lowest of the compared OMol25 structures with the same formula, charge and spin comes out at 47.9 kJ/mol. The value obtained for the LUMO energy (spin up / spin down) is 0.05 / 0.05 eV. The spin multiplicity is 1.


Below is a structure of composition C26H44Cl2N5OP2Sm, with properties calculated with ωB97M-V/def2-TZVPD.

CARTESIAN COORDINATES (ANGSTROEM)
Sm 0.92 0.60 -1.84
Cl 1.72 -1.90 -3.76
Cl 2.92 -0.78 -6.24
P 0.71 -1.53 0.54
P 0.01 1.90 0.67
O -1.19 -0.10 -2.45
N -3.37 -0.57 -2.67
N -1.75 -1.86 -3.71
N -0.34 -1.36 3.00
N -1.58 1.11 2.62
N 3.19 -0.18 -1.51
C 0.89 1.79 -4.20
C 1.16 2.67 3.16
C -0.69 0.69 1.78
C -3.08 0.60 4.44
C 2.67 1.87 1.30
C -0.11 -0.62 1.92
C -1.83 -2.58 0.19
C 2.63 -2.24 -5.31
C -3.32 -0.15 5.51
C 2.24 -2.22 1.25
C 1.57 4.19 1.25
C 2.22 2.06 -3.75
C -0.12 -3.67 -1.04
C -1.24 -0.92 3.89
C -3.68 0.65 -1.86
C -0.39 -3.06 0.36
C -2.11 -0.84 -2.89
C 0.76 3.26 -2.42
C -2.62 -1.36 5.79
C -0.17 -4.07 1.49
C 2.09 2.96 -2.68
C 1.46 2.77 1.68
C -1.53 -1.72 5.02
C -1.23 3.23 0.67
C -1.98 0.28 3.61
C -0.02 2.58 -3.44
H 2.00 3.12 3.65
H -0.84 -4.98 1.26
H 3.98 0.41 -1.69
H 3.29 -0.43 -0.51
H -2.16 2.92 0.16
H 3.60 2.29 1.72
H 1.06 1.60 3.48
H -2.40 -2.35 -4.29
H -4.13 0.17 6.14
H -4.78 0.56 -1.62
H -1.83 -1.92 -0.65
H -3.50 1.58 -2.43
H -4.11 -1.12 -3.07
H 1.91 -2.85 -5.85
H 2.60 0.87 1.76
H 0.80 -3.31 -1.52
H 3.60 -2.78 -5.23
H -2.94 -1.88 6.64
H 0.22 3.17 3.53
H -0.85 -3.48 -1.80
H 2.68 -3.11 0.78
H 0.54 3.93 -1.55
H 2.76 1.71 0.26
H 0.79 -4.46 1.57
H 3.37 -1.07 -2.02
H 0.13 -4.79 -0.92
H -2.56 -3.38 0.05
H -1.09 -2.66 5.18
H -0.81 -1.93 -4.02
H 2.94 3.41 -2.16
H 0.92 4.89 1.76
H 2.12 -2.51 2.27
H -0.82 4.06 0.17
H 3.13 1.72 -4.22
H -1.60 3.46 1.65
H -3.65 1.47 4.28
H 1.48 4.29 0.13
H -2.19 -2.08 1.04
H -1.05 2.75 -3.63
H 0.62 1.28 -5.13
H -0.47 -3.74 2.49
H 3.01 -1.45 1.41
H -3.15 0.48 -0.96
H 2.56 4.64 1.48

The value obtained for the HOMO-LUMO gap (spin up / spin down) is 7.91 / 8.19 eV. The energy above the lowest of the compared OMol25 structures with the same formula, charge and spin comes out at 131.4 kJ/mol. The value obtained for the LUMO energy (spin up / spin down) is -5.80 / -5.54 eV. The spin multiplicity is 6. As for the charge: +2.


Below is a cluster of 2 separate species, C26H44F6N2O10P in total, with properties calculated with ωB97M-V/def2-TZVPD.

CARTESIAN COORDINATES (ANGSTROEM)
P -1.25 2.52 -4.21
F 3.42 -0.05 -2.30
F 4.63 4.42 -2.74
F 2.50 1.27 -0.75
F 4.89 1.95 -2.45
F 2.47 4.52 -3.41
F 3.58 2.15 -4.28
O 1.75 -6.49 6.38
O -4.99 4.16 -1.05
O 1.73 4.28 -0.69
O 1.26 0.43 -4.14
O 2.20 -5.15 4.59
O -1.04 -0.36 -2.90
O -5.57 2.85 -2.85
O -0.11 0.11 -0.86
O 3.90 4.67 -0.07
O 3.48 -5.18 6.47
N -1.33 -0.27 3.10
N -2.25 2.15 -1.66
C -2.19 2.79 -0.32
C -4.23 0.53 -0.88
C 1.06 -8.07 4.67
C 3.54 2.27 -2.84
C 2.44 -5.56 5.71
C -0.18 0.61 -2.19
C -0.93 2.02 -2.41
C -3.08 0.94 -1.92
C 4.36 -4.26 5.83
C 2.79 -1.64 0.60
C 2.63 1.16 -2.18
C 3.15 -2.45 1.98
C -5.35 2.88 -1.61
C -5.48 1.53 -0.79
C 0.47 -1.20 -0.73
C -2.32 -0.43 -2.26
C 2.92 4.24 -1.04
C -2.30 1.38 -5.23
C -0.93 1.95 1.95
C 0.18 3.30 -5.11
C -0.86 2.77 0.56
C 3.34 3.80 -2.51
C -1.80 0.62 1.96
C 1.23 -1.26 0.70
C 1.27 0.76 -2.92
C 0.62 -7.04 5.69
H -6.44 0.95 -1.07
H 0.02 -6.25 5.24
H -4.65 -0.47 -1.27
H -3.00 -1.03 -2.98
H -2.19 1.69 -6.34
H 3.40 -0.66 0.67
H 1.68 -8.83 5.13
H -0.64 3.86 0.92
H -3.42 1.57 -5.00
H -2.33 -1.07 -1.29
H 5.08 -3.91 6.57
H -0.01 -7.52 6.45
H 1.13 -0.22 1.16
H -5.43 4.17 -0.16
H 3.82 -3.40 5.44
H -2.88 0.93 2.25
H 3.17 -1.72 2.87
H -1.23 -1.24 2.76
H -2.08 0.26 -5.20
H -5.62 1.82 0.32
H 0.20 4.45 -4.99
H 0.19 -8.55 4.21
H 0.02 3.13 -6.24
H 1.65 -7.61 3.87
H 1.09 -1.59 -1.60
H 3.06 -2.23 -0.34
H -3.03 2.51 0.42
H -3.70 1.14 -2.88
H 3.74 5.65 -0.04
H 4.19 -2.89 1.81
H 0.64 -1.98 1.39
H 0.11 2.46 0.06
H -0.42 -1.94 -0.63
H 4.91 -4.77 5.03
H 1.23 2.92 -4.88
H -2.71 2.89 -2.27
H -1.89 0.06 0.98
H -1.23 2.65 2.82
H -3.88 0.31 0.18
H -0.16 2.83 -2.06
H 0.16 1.65 2.19
H 2.33 -3.22 2.17
H -2.42 3.92 -0.47
H -2.08 -0.32 3.82

The value obtained for the HOMO-LUMO gap is 7.24 eV. The value obtained for the LUMO energy is -3.81 eV. The spin multiplicity is 1. As for the charge: +1.


Below is a cluster of 7 separate species, C26H44N2O15 in total, with properties calculated with ωB97M-V/def2-TZVPD.

CARTESIAN COORDINATES (ANGSTROEM)
O 0.88 -1.97 -3.79
O -1.39 1.84 -3.35
O -3.69 1.67 0.19
O 1.47 0.51 3.95
O -5.53 1.98 1.49
O -1.57 -0.50 3.99
O -0.12 -1.90 2.94
O 3.02 0.15 2.12
O -5.07 3.19 -0.39
O -2.35 -2.07 2.59
O 0.25 -0.83 -1.92
O -0.10 2.89 -1.91
O 0.62 -2.99 -1.81
O 1.01 1.77 -3.85
O 1.13 1.18 1.55
N 0.77 0.67 -8.03
N 2.08 -4.15 7.89
C -4.84 2.22 0.51
C -3.43 -1.25 2.95
C 2.41 -0.27 -6.22
C 0.23 -2.64 -0.47
C 1.08 2.94 -1.16
C 0.58 -1.97 -2.57
C 2.12 -3.83 6.76
C 3.55 0.65 -5.78
C 1.50 0.23 -7.22
C 0.00 2.06 1.91
C -3.60 4.70 -1.49
C -3.00 2.24 -0.84
C -1.64 0.99 -4.36
C -2.96 -0.45 4.15
C 4.64 0.73 -6.81
C -4.09 3.22 -1.33
C -1.27 -0.55 -0.04
C -3.54 0.95 4.09
C 3.04 -4.71 3.19
C 2.21 -3.53 5.33
C -1.27 -1.50 3.14
C 1.86 0.51 2.55
C -0.11 2.16 -3.03
C 0.07 -1.07 -0.51
C 3.80 -0.63 3.03
C 2.13 -4.77 4.38
H 3.16 -3.06 5.30
H 4.02 -4.32 3.47
H 1.96 3.27 -1.77
H -0.56 2.57 1.08
H 4.65 -0.27 -7.26
H 0.91 3.64 -0.38
H 0.86 -0.56 0.00
H -4.33 -1.87 3.05
H 1.29 1.93 -0.83
H -4.60 2.73 -2.16
H 1.88 -0.37 -5.30
H 1.13 -4.80 3.95
H -1.26 0.60 -0.21
H -3.18 1.58 4.93
H 2.53 -4.14 2.47
H -0.64 -3.15 -0.16
H 0.38 2.77 2.74
H -2.56 1.47 -1.53
H -3.25 -0.98 5.07
H -0.66 1.40 2.47
H 2.29 -5.77 4.88
H -2.12 -1.06 -0.46
H 3.92 0.31 -4.76
H 5.61 0.89 -6.19
H 4.05 -0.02 3.84
H -2.24 2.87 -0.43
H -1.10 1.18 -5.29
H -2.65 4.63 -2.04
H -1.44 -0.57 1.02
H 3.20 1.66 -5.55
H -1.46 -0.07 -4.01
H 1.06 -2.98 0.21
H 4.46 1.51 -7.47
H 3.30 -1.49 3.37
H -4.63 0.90 4.02
H 2.65 -1.23 -6.63
H -3.19 5.16 -0.55
H -3.18 1.35 3.13
H -4.23 5.50 -1.85
H 3.11 -5.78 2.91
H -3.63 -0.62 2.05
H -2.70 1.03 -4.49
H 4.72 -1.01 2.54
H 1.54 -2.74 5.06

The value obtained for the HOMO-LUMO gap is 10.61 eV. Its SMILES is C[C@H]1COC(=O)O1.C[C@H]1COC(=O)O1.C[C@H]1COC(=O)O1.COC(=O)OC.COC(=O)OC.CCCC#N.CCCC#N. The energy above the lowest of the compared OMol25 structures with the same formula, charge and spin comes out at 154.6 kJ/mol. The value obtained for the LUMO energy is 0.19 eV. The spin multiplicity is 1.


Below is a cluster of 2 separate species, C26H44N2O6P in total, with properties calculated with ωB97M-V/def2-TZVPD.

CARTESIAN COORDINATES (ANGSTROEM)
P -2.35 0.72 2.38
O -0.11 1.75 0.42
O -1.49 -0.07 -3.77
O -1.20 -3.59 0.18
O 1.80 -4.38 1.81
O -1.03 -1.66 1.47
O -2.16 1.16 -5.52
N -3.38 1.83 1.84
N -3.53 -2.44 2.12
C -1.12 4.06 0.54
C -2.33 6.33 0.64
C -3.38 -1.42 1.07
C -1.52 -0.21 -0.34
C -0.81 -1.99 -2.27
C -0.55 -1.37 -0.85
C 1.90 -2.32 -0.33
C 1.66 -0.14 -1.64
C 0.03 3.13 0.45
C 1.35 3.79 0.45
C 3.30 2.86 -1.06
C 2.72 3.03 0.42
C 1.46 5.26 0.49
C -1.01 5.49 0.57
C -2.06 0.08 -5.01
C -0.99 -2.43 0.27
C 3.20 -4.36 -1.26
C 0.69 -4.50 2.56
C 2.74 1.68 1.26
C -1.93 -1.31 -3.13
C -1.05 1.29 -0.57
C -1.96 -0.62 1.15
C 1.12 -4.75 4.02
C 0.96 -1.07 -0.55
C 2.17 -3.19 -1.62
C 0.31 6.14 0.54
H -3.61 1.56 0.88
H 1.11 -0.11 -2.62
H 3.96 3.74 -1.28
H 1.24 -3.72 -1.99
H -2.08 7.38 0.97
H -2.77 6.37 -0.39
H -3.07 5.89 1.36
H 0.38 7.25 0.59
H 2.74 -0.40 -1.75
H -2.84 0.05 3.56
H -1.14 1.39 2.71
H 2.46 5.75 0.47
H 0.13 -1.94 -2.89
H 2.77 0.76 0.63
H -2.54 -0.16 -0.82
H 1.86 1.71 1.95
H 1.60 -3.03 0.51
H 2.51 2.70 -1.83
H -2.95 -3.27 1.93
H 2.52 -2.57 -2.50
H -1.98 1.90 -0.66
H -2.15 -2.02 -3.98
H 1.71 -3.92 4.42
H -0.01 -5.33 2.32
H 0.00 -3.62 2.61
H -4.16 -0.64 1.29
H 0.23 -4.85 4.66
H 3.19 -4.45 -0.15
H -0.53 1.37 -1.57
H -1.06 -3.09 -2.25
H 3.46 3.71 0.93
H -2.15 3.61 0.58
H 2.78 -5.32 -1.67
H -2.42 -0.79 -5.63
H 1.70 -5.67 4.12
H 4.00 1.98 -1.00
H -3.60 -1.79 0.03
H 4.21 -4.20 -1.71
H 0.99 -0.49 0.42
H -2.91 -1.19 -2.59
H 1.61 0.91 -1.24
H 2.91 -1.91 -0.03
H 3.64 1.71 1.94
H -3.14 -2.02 2.96

The value obtained for the HOMO-LUMO gap is 5.29 eV. The energy above the lowest of the compared OMol25 structures with the same formula, charge and spin comes out at 0.0 kJ/mol. The value obtained for the LUMO energy is 2.32 eV. The spin multiplicity is 1. As for the charge: -1.


Below is a structure of composition C26H45BFInN5O2, with properties calculated with ωB97M-V/def2-TZVPD.

CARTESIAN COORDINATES (ANGSTROEM)
In -1.60 0.84 3.93
F 1.67 2.06 5.12
O -4.20 -0.99 4.52
O 0.26 2.81 6.92
N 0.75 2.69 1.80
N -3.78 2.28 1.79
N 1.12 -1.38 -4.21
N 4.95 -3.78 -9.57
N 0.97 -2.64 0.88
C 0.44 2.58 5.69
C -0.78 2.84 4.66
C 3.15 0.25 1.09
C 2.41 -2.17 -7.13
C 3.29 -1.19 -7.90
C 4.32 -2.82 -9.47
C 0.48 -1.98 4.83
C -0.27 -0.17 -0.81
C 3.52 -1.60 -9.36
C -3.82 3.09 0.98
C -2.42 5.84 1.18
C 1.42 -5.57 -0.99
C 1.82 -4.09 -1.13
C 1.34 -3.28 -0.01
C -1.07 -1.55 -2.80
C 1.75 2.28 1.42
C -3.86 4.13 -0.05
C 3.04 1.76 0.93
C 0.16 -1.45 -3.59
C -5.13 2.47 5.11
C 3.21 -0.20 2.55
C 2.12 -6.26 0.17
C -1.31 -0.32 -1.92
C -0.20 -0.91 4.43
C -2.59 4.98 -0.07
C -4.42 1.27 5.97
B -3.64 0.32 4.90
H -5.23 0.63 6.47
H 4.06 -0.09 0.59
H -2.62 5.64 -0.94
H 0.73 -0.01 -1.22
H -3.98 3.66 -1.03
H 4.04 0.28 3.07
H -1.31 0.59 -2.54
H 2.31 -0.25 0.60
H -4.76 -0.88 3.72
H -1.05 -2.45 -2.18
H -1.71 4.34 -0.19
H 2.56 -1.73 -9.86
H -0.25 -1.06 -0.18
H -3.73 1.69 6.80
H -5.31 3.41 5.73
H 2.28 0.04 3.08
H -0.52 0.68 -0.18
H 3.14 2.02 -0.13
H -1.92 -1.67 -3.48
H 0.34 -5.66 -0.87
H 4.25 -1.08 -7.38
H 2.23 -1.80 -6.12
H 1.44 -2.29 -7.62
H -4.45 2.64 4.19
H 1.83 -5.83 1.13
H 2.89 -3.15 -7.05
H -2.30 5.22 2.08
H -1.53 6.47 1.09
H 0.72 -2.95 5.41
H -4.74 4.77 0.10
H -3.29 6.49 1.33
H 3.86 2.26 1.45
H 1.39 -3.70 -2.06
H 3.21 -6.19 0.07
H 1.68 -6.09 -1.92
H 2.90 -4.00 -1.22
H 2.81 -0.20 -7.88
H 3.35 -1.28 2.60
H 1.85 -7.32 0.18
H -2.30 -0.40 -1.47
H -1.57 3.50 5.17
H 4.04 -0.78 -9.87
H -1.91 0.93 2.16
H -0.37 3.45 3.77
H -6.13 2.01 4.72

The value obtained for the HOMO-LUMO gap is 5.89 eV. The energy above the lowest of the compared OMol25 structures with the same formula, charge and spin comes out at 263.2 kJ/mol. The value obtained for the LUMO energy is 2.01 eV. The spin multiplicity is 1. As for the charge: -1.